{
  "formula": "C34H31ClN7O4SSn",
  "method": "wB97M-V/def2-TZVPD",
  "e_tot_ev": -83548.3655,
  "total_charge": 3,
  "gap_ev": 7.28,
  "lumo_energy_ev": -8.6,
  "symbols": ["Sn", "C", "O", "C", "N", "C", "C", "C", "C", "C", "C", "C", "C", "C", "C", "C", "C", "N", "C", "N", "C", "C", "O", "C", "C", "C", "C", "C", "C", "H", "H", "H", "H", "H", "H", "H", "H", "H", "H", "H", "H", "H", "H", "H", "H", "H", "H", "H", "Cl", "C", "C", "C", "C", "O", "C", "C", "O", "C", "H", "H", "H", "H", "N", "C", "N", "S", "H", "H", "H", "H", "N", "C", "C", "N", "C", "H", "H", "H", "H"],
  "xyz": [[11.84076, 9.87367, 13.16204], [15.85569, 8.85434, 11.02607], [16.06016, 9.93953, 11.96428], [14.88695, 10.21915, 12.43880], [13.90377, 9.43320, 12.15089], [14.40276, 8.33516, 11.20197], [13.72543, 8.35527, 9.88382], [13.47153, 9.60355, 9.31942], [12.99753, 9.62339, 8.02479], [12.75902, 8.47277, 7.28958], [12.81654, 7.25232, 7.93539], [13.32901, 7.17896, 9.22701], [14.68295, 11.46748, 13.20207], [15.65664, 12.44926, 13.30347], [15.30104, 13.55714, 14.05822], [14.05362, 13.58784, 14.64004], [13.22100, 12.52598, 14.50345], [13.49839, 11.46684, 13.73542], [11.91164, 12.38523, 15.10627], [11.13423, 11.45593, 14.68220], [9.91575, 11.45694, 15.56225], [10.12197, 12.72310, 16.37653], [11.48022, 13.15236, 16.00647], [8.62111, 11.64617, 14.72348], [8.56499, 12.39772, 13.59288], [7.33659, 12.67975, 13.02404], [6.23250, 12.16712, 13.65148], [6.22391, 11.38839, 14.77955], [7.46762, 11.15895, 15.32426], [16.58647, 8.05988, 11.29864], [16.05745, 9.15022, 9.98963], [14.20061, 7.43546, 11.76030], [13.75851, 10.49286, 9.89585], [12.92048, 10.58666, 7.57306], [12.44240, 8.62015, 6.22953], [12.47916, 6.39314, 7.36424], [13.46282, 6.24474, 9.79470], [16.54162, 12.41991, 12.64853], [15.95200, 14.43064, 14.11962], [13.70947, 14.52633, 15.12169], [9.91309, 10.55330, 16.13179], [10.03468, 12.52223, 17.44365], [9.44012, 13.52244, 16.15919], [9.38398, 12.94591, 13.03792], [7.25707, 13.17455, 12.05309], [5.30366, 12.29883, 13.16574], [5.26640, 11.03404, 15.13392], [7.50120, 10.62842, 16.27353], [8.32736, 9.82057, 6.71577], [9.15728, 10.12899, 8.14705], [9.23995, 11.42517, 8.65807], [9.92885, 11.68982, 9.80128], [10.65275, 10.72424, 10.47972], [11.14957, 11.06146, 11.73127], [10.54208, 9.38549, 9.98732], [10.93551, 8.22950, 10.74150], [11.45433, 8.16616, 11.90026], [9.82424, 9.15699, 8.82013], [8.71615, 12.24791, 8.13141], [9.89939, 12.72269, 10.18075], [10.62290, 7.26689, 10.27671], [9.81180, 8.11829, 8.43500], [12.60183, 6.52825, 14.00659], [13.16275, 7.11188, 15.04064], [13.91491, 6.46290, 15.88365], [12.84650, 8.79622, 15.30893], [12.59771, 5.56450, 14.05322], [12.01360, 6.93163, 13.28147], [13.97379, 5.47248, 15.73443], [14.41043, 6.85836, 16.69234], [8.38135, 7.56156, 14.48854], [7.79739, 8.19998, 13.46388], [8.68490, 9.07698, 13.07240], [9.83924, 8.98082, 13.84736], [9.61249, 8.05934, 14.74442], [7.96072, 6.87697, 15.07487], [6.75989, 8.01827, 13.27031], [8.67431, 9.76061, 12.28185], [10.24024, 7.79598, 15.58605]],
  "forces_ev_per_angstrom": [[0.2, 0.4, 1.1], [1.4, -2.5, 0.2], [0.2, 0.1, -0.7], [-0.9, -0.2, -0.6], [-0.4, 0.2, 0.0], [-0.1, 2.0, 1.1], [-1.0, 0.0, -0.3], [0.7, -0.8, 0.1], [0.6, 0.8, -0.1], [-0.7, 0.9, -0.5], [0.0, -0.4, -0.6], [0.3, 0.2, 0.9], [1.4, -1.6, -1.1], [-0.1, 0.5, -0.5], [0.9, 0.3, -0.7], [-0.2, 1.9, 0.9], [-0.6, -0.6, -0.3], [-0.3, 1.0, 0.9], [-0.7, -1.2, -1.6], [-0.4, -1.3, 0.1], [-0.6, 1.2, -2.7], [0.3, -0.4, 0.8], [-0.4, 1.8, 2.3], [1.1, -1.0, 2.2], [1.0, 2.1, -2.2], [0.2, -0.6, -0.1], [-1.4, 0.0, -1.2], [0.6, 0.4, -0.3], [-0.4, -0.5, 0.9], [-0.4, 0.6, -0.2], [-0.1, 0.4, 0.5], [0.7, -0.7, -0.1], [-0.4, -0.1, -0.6], [-0.3, 0.5, -0.5], [0.3, -0.6, 1.0], [0.3, -0.2, 0.4], [-0.1, 0.2, -0.7], [-0.3, -0.2, 0.8], [-0.1, -0.3, 0.0], [0.2, -1.0, 0.0], [-0.2, -0.5, 0.5], [0.6, 0.2, 0.1], [-0.1, 0.4, -0.4], [-0.2, -1.2, 1.2], [0.0, 0.1, 0.5], [-1.0, 0.4, -0.4], [0.2, -0.1, 0.4], [0.4, -0.1, -0.1], [-0.5, -0.2, -0.7], [0.5, 0.7, 0.3], [-0.9, 0.5, -1.2], [0.8, 1.6, 0.9], [-0.7, -0.6, 1.8], [-0.1, -0.5, -1.4], [0.7, 0.4, 1.9], [-0.6, -0.2, -0.6], [-0.1, 0.1, -0.6], [-0.1, -2.1, -0.8], [0.3, -0.6, 0.4], [0.2, -0.6, 0.0], [0.4, 0.5, 0.4], [-0.1, 0.7, 0.2], [-0.1, 0.3, -0.2], [-0.6, 2.6, -0.2], [0.4, -0.6, 0.6], [0.1, 0.3, -0.3], [0.0, -2.5, -0.4], [0.1, 0.4, 0.4], [0.4, -0.4, 0.3], [-0.6, -0.1, -0.7], [1.1, -0.9, 2.3], [-1.8, -1.0, 0.6], [2.5, 1.4, -0.9], [0.4, 0.8, -0.9], [-1.0, -0.5, -0.1], [-0.5, -0.5, 0.3], [-0.1, 0.0, -0.6], [-0.3, 0.9, -0.9], [-0.1, -0.2, -0.3]],
  "lowdin_charge": [1.16, -0.01, 0.10, -0.32, 0.07, -0.18, -0.24, -0.04, -0.06, -0.05, -0.05, -0.02, -0.17, 0.09, 0.04, 0.07, -0.14, 0.08, -0.35, 0.06, -0.19, 0.02, 0.14, -0.23, -0.06, -0.05, -0.08, -0.04, -0.05, 0.16, 0.15, 0.13, 0.14, 0.12, 0.14, 0.13, 0.13, 0.16, 0.15, 0.17, 0.13, 0.15, 0.15, 0.14, 0.12, 0.11, 0.13, 0.13, 0.80, -0.69, -0.03, 0.00, -0.25, -0.19, -0.16, -0.10, -0.17, -0.06, 0.15, 0.14, 0.17, 0.14, 0.16, -0.81, 0.17, 0.77, 0.11, 0.08, 0.14, 0.16, 0.12, -0.04, -0.11, -0.04, -0.15, 0.17, 0.15, 0.11, 0.12]
}